Record 1
{"formula": "C22H50N3P3STc", "method": "ωB97M-V/def2-TZVPD", "symbols": ["Tc", "P", "P", "P", "H", "C", "C", "H", "C", "C", "C", "C", "C", "C", "C", "C", "C", "H", "H", "H", "H", "H", "H", "H", "H", "H", "H", "H", "H", "H", "H", "H", "H", "H", "H", "H", "H", "H", "H", "H", "H", "H", "H", "H", "H", "H", "C", "C", "C", "C", "C", "C", "S", "H", "H", "H", "H", "H", "H", "C", "N", "C", "C", "N", "N", "C", "C", "H", "H", "H", "H", "H", "H", "H", "H", "H", "H", "H", "H", "H"], "positions_angstrom": [[-0.060, 0.694, 0.383], [1.787, 2.081, 0.376], [-1.859, 1.037, 1.800], [-1.072, 2.060, -1.126], [0.279, -4.468, -7.272], [0.477, -3.448, -7.621], [1.705, -2.915, -7.573], [2.554, -3.474, -7.158], [3.390, 1.198, 0.664], [1.633, 3.228, 1.798], [2.385, 3.203, -0.948], [-3.342, 0.036, 1.379], [-1.687, 0.581, 3.571], [-2.569, 2.717, 2.038], [-0.361, 2.022, -2.821], [-1.110, 3.881, -0.811], [-2.836, 1.807, -1.591], [-0.374, -2.901, -8.042], [1.904, -1.896, -7.928], [3.505, 0.396, -0.081], [3.460, 0.765, 1.672], [4.214, 1.918, 0.542], [1.055, 2.772, 2.613], [1.111, 4.135, 1.467], [2.633, 3.491, 2.163], [2.637, 2.618, -1.841], [3.298, 3.696, -0.587], [1.648, 3.968, -1.206], [-4.118, 0.225, 2.134], [-3.082, -1.031, 1.389], [-3.731, 0.295, 0.387], [-2.498, 1.054, 4.139], [-0.728, 0.936, 3.974], [-1.758, -0.508, 3.705], [-3.244, 2.673, 2.902], [-3.129, 3.053, 1.159], [-1.760, 3.423, 2.258], [-0.937, 2.704, -3.458], [-0.418, 1.009, -3.233], [0.686, 2.334, -2.816], [-1.955, 4.306, -1.370], [-0.188, 4.366, -1.145], [-1.257, 4.101, 0.251], [-3.071, 2.460, -2.446], [-3.523, 2.055, -0.773], [-3.006, 0.764, -1.895], [0.298, -1.478, -2.493], [-1.093, -1.605, -2.686], [-1.590, -1.932, -3.951], [-0.686, -2.144, -5.008], [0.686, -1.967, -4.806], [1.193, -1.636, -3.558], [1.045, -1.236, -0.934], [-0.254, -1.070, -0.337], [-1.763, -1.470, -1.834], [-2.660, -2.031, -4.117], [-1.035, -2.456, -5.988], [1.373, -2.112, -5.623], [2.254, -1.526, -3.363], [1.925, 0.128, 4.508], [1.252, -1.153, 4.249], [0.983, -1.897, 5.470], [0.751, -1.472, 3.018], [0.927, -0.608, 1.980], [0.140, -2.656, 2.803], [0.098, -3.778, 3.721], [-0.336, -2.929, 1.452], [1.819, 0.820, 3.671], [1.462, 0.578, 5.395], [2.988, -0.054, 4.723], [-0.094, -2.033, 5.642], [1.531, -2.847, 5.521], [1.367, -1.284, 6.293], [1.860, -0.234, 2.085], [-0.235, -4.648, 3.144], [1.091, -4.038, 4.125], [-0.627, -3.650, 4.545], [-1.178, -2.261, 1.198], [0.483, -2.769, 0.727], [-0.659, -3.973, 1.403]], "forces_ev_per_angstrom": [[1.996, -2.171, 1.428], [2.162, 1.337, 0.578], [-2.409, 0.954, 2.417], [-1.437, 2.112, -2.339], [0.089, 0.280, -0.096], [-3.717, -1.849, -0.496], [3.781, 1.635, 0.181], [-0.273, 0.133, -0.264], [-0.359, -0.459, 0.023], [-0.481, -0.191, -0.021], [-0.556, -0.247, -0.326], [0.354, -0.279, -0.690], [0.613, -0.177, 0.037], [0.247, 0.002, -0.340], [0.283, -0.244, 0.121], [0.083, -0.109, 0.311], [-0.059, -0.323, 0.184], [0.316, -0.151, 0.032], [-0.058, -0.395, 0.001], [0.062, 0.274, 0.282], [0.019, 0.148, -0.302], [-0.349, -0.171, 0.062], [0.202, 0.135, -0.098], [0.139, -0.139, 0.112], [-0.170, -0.034, -0.112], [0.019, 0.183, 0.145], [-0.274, -0.161, 0.055], [0.307, -0.176, 0.000], [0.297, 0.031, -0.099], [-0.184, 0.213, 0.046], [0.026, -0.128, 0.320], [0.155, -0.149, -0.233], [-0.278, -0.120, -0.053], [0.113, 0.270, -0.079], [0.123, 0.004, -0.270], [0.141, 0.015, 0.215], [-0.239, -0.035, 0.030], [0.110, -0.116, 0.180], [-0.041, 0.187, 0.027], [-0.168, -0.022, -0.035], [0.252, -0.108, 0.092], [-0.302, -0.104, 0.039], [0.040, 0.035, -0.262], [0.143, -0.202, 0.305], [0.166, -0.036, -0.245], [-0.026, 0.241, 0.053], [-0.259, -0.171, -1.508], [0.470, -0.022, -0.120], [0.520, 0.010, -0.064], [0.248, 0.201, 0.509], [-0.744, -0.019, 0.497], [-0.406, -0.061, 0.394], [-1.603, 1.083, 0.811], [1.164, -1.431, -0.700], [0.026, -0.125, -0.278], [0.214, -0.045, 0.075], [-0.264, 0.212, 0.253], [0.301, 0.116, -0.162], [0.005, -0.068, -0.283], [0.065, -0.080, 0.083], [-0.510, 0.159, -1.532], [0.260, -0.227, 1.187], [0.415, -0.473, 1.576], [-0.177, 0.759, -1.308], [-0.073, 1.004, -0.549], [-0.241, -1.367, 0.782], [0.418, -0.035, -0.112], [0.053, -0.092, 0.187], [0.193, -0.001, -0.264], [-0.267, 0.154, -0.072], [0.449, 0.027, -0.060], [-0.342, 0.515, 0.099], [-0.177, -0.235, -0.160], [-0.069, 0.178, 0.060], [0.126, 0.237, 0.257], [-0.558, 0.164, -0.359], [0.458, -0.106, -0.540], [0.094, -0.210, -0.088], [-0.565, -0.370, 0.552], [-0.084, 0.423, -0.076]], "mulliken_spin": [2.007, -0.131, -0.021, -0.137, 0.021, 0.391, 0.456, 0.021, 0.010, 0.050, -0.001, 0.003, -0.012, 0.018, 0.042, 0.031, 0.000, 0.025, 0.024, -0.003, 0.002, -0.002, -0.010, 0.006, -0.001, -0.002, -0.003, 0.000, -0.003, 0.000, 0.000, 0.000, 0.002, 0.001, 0.001, 0.008, -0.009, 0.000, -0.010, 0.000, 0.000, 0.003, -0.017, -0.002, 0.000, -0.004, -0.005, -0.007, 0.005, 0.033, 0.017, 0.005, 0.068, -0.008, -0.007, 0.000, 0.023, -0.023, -0.001, 0.006, 0.017, -0.001, -0.006, 0.110, 0.013, 0.000, 0.005, 0.001, 0.000, 0.000, 0.001, 0.001, 0.000, -0.007, 0.000, 0.001, 0.000, 0.000, -0.003, 0.000], "s2": 3.7769, "lumo_energy_ev": [-13.2, -15.1], "de_lowest_kcal_mol": 0.0, "energy_ha": -2533.99744, "gap_ev": [5.73, 3.73], "multiplicity": 4, "charge": 4}

=====

Record 2
{"formula": "C2H4N2S2", "method": "ωB97M-V/def2-TZVPD", "symbols": ["C", "C", "H", "H", "H", "H", "N", "N", "S", "S"], "positions_angstrom": [[0.535, -1.259, -0.723], [-0.623, 1.236, 2.139], [0.188, 0.349, -2.573], [0.646, -1.745, 0.223], [-1.051, 2.239, 1.746], [-0.542, 1.253, 3.182], [1.116, -1.665, -1.860], [-0.435, 0.101, 1.447], [0.604, -0.721, -3.303], [-0.438, 0.211, -0.278]], "forces_ev_per_angstrom": [[1.181, 0.024, -2.371], [-1.083, -1.616, -4.188], [0.049, -0.050, -0.638], [0.707, -0.921, 0.259], [1.076, -1.687, -0.016], [0.205, -0.689, 1.467], [-2.995, 2.051, 2.574], [0.537, 3.315, 1.589], [0.534, -0.345, 1.756], [-0.211, -0.083, -0.432]], "lowdin_charge": [-0.559, -0.113, -0.221, 0.036, 0.093, 0.033, -0.380, -0.364, 0.648, 0.828], "lumo_energy_ev": 0.1, "de_lowest_kcal_mol": 79.9, "energy_ha": -984.38754, "gap_ev": 8.91, "smiles": "C=NS/C=N\\S"}

=====

Record 3
{"formula": "C2H8N2S", "method": "ωB97M-V/def2-TZVPD", "symbols": ["C", "S", "H", "H", "H", "N", "C", "N", "H", "H", "H", "H", "H"], "positions_angstrom": [[-0.064, -2.617, 0.817], [0.353, -0.928, 1.386], [0.153, -3.435, 1.506], [-1.113, -2.746, 0.562], [0.517, -2.674, -0.101], [0.723, 2.303, -1.150], [-0.239, 1.501, -0.755], [-1.109, 0.867, -1.526], [0.916, 2.451, -2.125], [1.022, 2.933, -0.421], [-0.331, 1.400, 0.318], [-1.581, 0.116, -1.039], [-0.808, 0.576, -2.452]], "forces_ev_per_angstrom": [[-0.140, 0.425, 0.202], [-0.307, -1.013, 0.075], [0.518, 0.425, 0.052], [-0.133, 0.424, -0.170], [0.084, -0.417, -0.090], [-1.039, -0.639, 0.461], [-0.025, 0.582, -0.103], [1.135, -0.911, 0.279], [0.208, 0.383, -0.107], [0.724, 0.151, -0.394], [-0.416, 0.060, -0.057], [-0.300, 0.071, 0.021], [-0.310, 0.460, -0.167]], "mulliken_spin": [-0.043, 0.988, -0.005, 0.020, 0.044, 0.001, -0.009, -0.001, 0.000, 0.000, 0.006, -0.002, 0.000], "s2": 0.7528, "lumo_energy_ev": [-3.9, -5.6], "de_lowest_kcal_mol": 4.2, "energy_ha": -588.40937, "gap_ev": [9.26, 7.14], "multiplicity": 2, "charge": 1}

=====

Record 4
{"formula": "C7H11BrO3Si", "method": "ωB97M-V/def2-TZVPD", "symbols": ["C", "C", "C", "C", "C", "C", "C", "O", "O", "O", "Si", "Br", "H", "H", "H", "H", "H", "H", "H", "H", "H", "H", "H"], "positions_angstrom": [[-0.396, -0.708, 1.602], [4.227, -2.727, -1.496], [-0.287, 1.685, 0.207], [-1.714, -1.291, 1.883], [4.449, -1.493, -1.256], [0.713, 2.530, 1.151], [-3.397, 0.644, -1.968], [0.436, -0.625, 2.472], [4.181, -3.810, -1.830], [-1.218, 2.211, -0.307], [0.240, -0.116, -0.121], [-2.796, -1.119, -1.841], [-2.536, -0.701, 1.319], [-1.984, -1.492, 2.941], [-1.611, -2.211, 1.223], [-2.856, 1.315, -1.317], [4.076, -0.876, -0.508], [5.526, -1.300, -1.442], [1.603, 2.778, 0.667], [0.846, 2.018, 2.119], [0.220, 3.501, 1.265], [-3.193, 1.002, -2.955], [-4.528, 0.786, -1.807]], "forces_ev_per_angstrom": [[-0.702, 0.385, 0.305], [0.031, 0.156, 0.126], [2.954, 0.237, 1.979], [-1.907, -0.396, -2.039], [2.439, 1.652, -0.119], [-2.962, -0.536, 0.066], [-2.357, 2.009, 0.007], [1.337, 0.384, 0.315], [-0.580, -2.506, -0.671], [-1.743, 1.012, -0.872], [0.316, -0.645, -0.206], [0.422, -1.025, 0.347], [1.168, -0.807, 1.058], [0.433, 0.068, -0.766], [-0.626, 0.416, 1.074], [0.080, -0.249, 0.412], [-1.207, 0.682, 0.907], [-0.692, 0.022, -0.240], [1.724, -0.223, -0.798], [0.173, 0.248, -0.468], [-0.172, -0.190, 0.356], [0.092, -0.013, -0.713], [1.780, -0.681, -0.061]], "lowdin_charge": [-0.697, -0.322, -0.613, -0.086, -0.004, -0.045, -0.591, -0.007, 0.197, -0.017, 0.956, 0.612, 0.089, 0.095, 0.094, -0.026, 0.026, 0.090, 0.039, 0.068, 0.075, 0.004, 0.064], "lumo_energy_ev": -0.9, "de_lowest_kcal_mol": 41.9, "energy_ha": -3362.40055, "gap_ev": 7.70}

=====

Please write out number 4 again, unchanged.
{"formula": "C7H11BrO3Si", "method": "ωB97M-V/def2-TZVPD", "symbols": ["C", "C", "C", "C", "C", "C", "C", "O", "O", "O", "Si", "Br", "H", "H", "H", "H", "H", "H", "H", "H", "H", "H", "H"], "positions_angstrom": [[-0.396, -0.708, 1.602], [4.227, -2.727, -1.496], [-0.287, 1.685, 0.207], [-1.714, -1.291, 1.883], [4.449, -1.493, -1.256], [0.713, 2.530, 1.151], [-3.397, 0.644, -1.968], [0.436, -0.625, 2.472], [4.181, -3.810, -1.830], [-1.218, 2.211, -0.307], [0.240, -0.116, -0.121], [-2.796, -1.119, -1.841], [-2.536, -0.701, 1.319], [-1.984, -1.492, 2.941], [-1.611, -2.211, 1.223], [-2.856, 1.315, -1.317], [4.076, -0.876, -0.508], [5.526, -1.300, -1.442], [1.603, 2.778, 0.667], [0.846, 2.018, 2.119], [0.220, 3.501, 1.265], [-3.193, 1.002, -2.955], [-4.528, 0.786, -1.807]], "forces_ev_per_angstrom": [[-0.702, 0.385, 0.305], [0.031, 0.156, 0.126], [2.954, 0.237, 1.979], [-1.907, -0.396, -2.039], [2.439, 1.652, -0.119], [-2.962, -0.536, 0.066], [-2.357, 2.009, 0.007], [1.337, 0.384, 0.315], [-0.580, -2.506, -0.671], [-1.743, 1.012, -0.872], [0.316, -0.645, -0.206], [0.422, -1.025, 0.347], [1.168, -0.807, 1.058], [0.433, 0.068, -0.766], [-0.626, 0.416, 1.074], [0.080, -0.249, 0.412], [-1.207, 0.682, 0.907], [-0.692, 0.022, -0.240], [1.724, -0.223, -0.798], [0.173, 0.248, -0.468], [-0.172, -0.190, 0.356], [0.092, -0.013, -0.713], [1.780, -0.681, -0.061]], "lowdin_charge": [-0.697, -0.322, -0.613, -0.086, -0.004, -0.045, -0.591, -0.007, 0.197, -0.017, 0.956, 0.612, 0.089, 0.095, 0.094, -0.026, 0.026, 0.090, 0.039, 0.068, 0.075, 0.004, 0.064], "lumo_energy_ev": -0.9, "de_lowest_kcal_mol": 41.9, "energy_ha": -3362.40055, "gap_ev": 7.70}